[1]
{
  "formula": "C30H26BrF4N7O9PTi",
  "method": "the ωB97M-V functional and the def2-TZVPD basis",
  "elements": ["C", "N", "C", "C", "C", "C", "C", "H", "H", "C", "O", "O", "H", "N", "H", "H", "C", "Ti", "F", "C", "N", "F", "O", "C", "C", "C", "H", "C", "F", "O", "H", "O", "H", "C", "C", "C", "H", "H", "H", "Br", "N", "C", "H", "C", "H", "O", "O", "P", "C", "O", "H", "C", "C", "C", "N", "F", "H", "H", "H", "H", "H", "C", "N", "H", "H", "O", "C", "C", "H", "C", "H", "N", "H", "H", "H", "C", "C", "C", "C"],
  "positions_angstrom": [[-5.014, 2.839, 0.686], [2.387, -4.993, 4.219], [1.296, -0.335, 3.225], [3.183, -2.355, 4.869], [-0.672, 1.654, -2.558], [-0.485, 3.932, -3.318], [4.071, -0.632, -2.408], [1.476, -0.017, 5.313], [-2.684, 0.885, -2.425], [-1.984, -3.631, -3.431], [1.322, 0.121, 0.896], [-0.983, 1.922, 0.653], [0.827, -1.319, 3.325], [2.872, -4.643, 1.990], [-3.728, 2.965, -3.216], [-4.461, 4.872, 0.308], [-0.742, -2.477, -1.757], [-0.539, 0.194, 0.819], [-2.584, -4.725, -3.859], [-0.710, -1.299, -2.514], [-2.734, -0.067, 0.848], [-1.284, -0.333, -4.606], [-6.776, 4.299, 0.486], [-2.652, 2.912, -3.107], [-1.952, -2.502, -4.215], [2.845, -0.415, -1.789], [2.221, -2.606, 5.327], [-1.310, -1.361, -3.760], [-2.521, -2.516, -5.407], [-0.677, 4.484, 0.018], [3.200, -4.056, 1.241], [-1.962, -0.355, 1.923], [-0.500, 0.581, 3.748], [3.373, -0.853, 4.760], [1.912, 0.238, -3.920], [-2.061, 1.739, -2.662], [5.176, -0.586, -4.246], [3.563, -2.379, 2.776], [-2.326, 4.925, -3.788], [0.125, -2.608, -0.064], [3.254, -2.974, 3.537], [-1.362, -3.621, -2.195], [2.753, -0.567, -0.728], [2.050, -0.371, 1.905], [-5.352, 0.744, 0.988], [-2.368, 5.819, 0.052], [-2.055, -0.396, -0.235], [0.109, 0.201, -1.836], [2.841, -4.197, 3.249], [-7.212, 2.247, 0.998], [0.585, 1.573, 3.013], [-2.300, 2.294, 0.619], [-1.864, 4.011, -3.436], [-4.625, 1.533, 0.849], [-1.858, 4.723, 0.104], [-1.381, -4.736, -1.472], [2.605, -5.585, 1.759], [3.249, 0.188, -5.589], [4.919, -0.957, -1.818], [1.190, 2.711, -2.779], [4.161, -0.644, 4.034], [-2.767, 3.581, 0.419], [-6.461, 3.159, 0.731], [1.076, 0.582, -4.518], [2.137, -5.948, 4.027], [3.152, -0.833, 1.770], [0.113, 2.756, -2.879], [1.760, 0.022, -2.546], [0.132, 4.786, -3.567], [4.218, -0.420, -3.769], [2.499, -4.737, 5.185], [0.193, 0.634, 3.008], [3.972, -2.755, 5.505], [2.482, 1.027, 4.332], [3.758, -0.518, 5.723], [2.144, -0.007, 4.447], [-3.273, 1.300, 0.798], [3.136, 0.017, -4.526], [-4.117, 3.859, 0.459]],
  "spin_multiplicity": 2,
  "total_charge": 2,
  "homo_energy_ha": [-0.506, -0.508],
  "e_tot_ha": -6382.910607,
  "e_lumo_ev": [-6.337, -7.729],
  "s2": 0.76,
  "largest_force_ev_per_a": 2.969,
  "homo_lumo_gap_ev": [7.4, 6.1],
  "e_above_lowest_ev": 1.122
}



[2]
{
  "formula": "C30H26CrNO4",
  "method": "the ωB97M-V functional and the def2-TZVPD basis",
  "elements": ["C", "H", "H", "H", "C", "C", "C", "C", "H", "H", "C", "C", "Cr", "H", "C", "C", "C", "H", "H", "H", "C", "H", "H", "H", "C", "C", "C", "H", "C", "H", "C", "C", "C", "H", "C", "H", "H", "C", "H", "H", "O", "H", "O", "O", "C", "C", "C", "C", "C", "H", "C", "H", "C", "H", "H", "C", "H", "H", "C", "O", "N", "C"],
  "positions_angstrom": [[6.494, -1.608, 4.538], [2.108, 2.231, -0.402], [6.450, 1.710, -4.143], [2.079, -3.022, 0.125], [2.518, -2.586, 1.044], [2.962, 0.296, -3.086], [9.412, -0.686, 5.335], [6.523, -2.121, 3.218], [2.086, 3.974, -2.173], [3.163, 0.996, -5.111], [0.835, -2.241, 3.393], [5.314, 0.079, 0.052], [8.552, -1.875, 4.119], [2.380, -4.618, 1.769], [6.131, 0.090, -1.134], [6.646, 0.979, -3.355], [2.826, -0.351, -0.677], [3.591, -2.425, 0.873], [5.993, -0.652, 4.711], [3.327, -1.286, -0.938], [6.002, 1.095, -2.130], [6.974, -1.916, 6.623], [7.303, -1.634, -0.551], [8.557, -4.824, 3.848], [7.789, -1.006, -2.568], [2.933, 1.268, -4.080], [2.338, 1.969, -1.435], [0.978, -0.162, 2.834], [7.536, -0.081, -3.589], [3.208, -0.742, -3.326], [2.325, 2.941, -2.433], [7.068, -2.310, 5.609], [7.108, -0.920, -1.354], [1.427, 0.579, 0.677], [7.954, -3.939, 4.058], [2.635, 3.367, -4.535], [8.030, -0.179, -4.557], [10.347, -2.391, 3.723], [3.144, -3.440, 2.916], [4.648, 0.927, 0.217], [11.481, -2.502, 3.489], [-0.157, -2.321, 3.856], [10.072, 0.065, 5.935], [9.231, 0.317, 2.112], [5.918, -1.408, 2.105], [2.697, 0.638, -1.740], [0.829, -1.136, 2.352], [2.628, 2.601, -3.757], [8.879, -0.523, 2.843], [8.511, -1.811, -2.723], [7.375, -3.231, 2.995], [-0.160, -1.128, 1.859], [2.336, -3.598, 2.175], [5.356, 1.953, -1.928], [8.278, -4.012, 6.202], [5.642, -0.745, 1.100], [7.558, -3.541, 1.962], [1.610, -2.015, 4.151], [7.804, -3.480, 5.373], [1.047, -3.514, 2.780], [1.896, -1.306, 1.349], [2.036, -0.302, 0.454]],
  "spin_multiplicity": 4,
  "total_charge": 2,
  "homo_energy_ha": [-0.465, -0.523],
  "e_tot_ha": -2558.275111,
  "e_lumo_ev": [-5.666, -8.221],
  "s2": 3.84,
  "largest_force_ev_per_a": 5.055,
  "homo_lumo_gap_ev": [7.0, 6.0]
}



[3]
{
  "formula": "C30H26F3N2O6S3",
  "method": "the ωB97M-V functional and the def2-TZVPD basis",
  "elements": ["H", "H", "H", "O", "H", "C", "H", "C", "C", "C", "C", "C", "H", "C", "H", "C", "H", "S", "C", "C", "C", "C", "C", "H", "S", "H", "C", "O", "C", "H", "C", "H", "C", "F", "C", "C", "O", "F", "H", "H", "H", "H", "C", "C", "H", "H", "H", "H", "H", "H", "H", "C", "C", "O", "O", "C", "F", "N", "H", "C", "C", "S", "N", "C", "C", "C", "H", "O", "C", "H"],
  "positions_angstrom": [[-0.731, 5.688, -2.636], [-1.305, -2.248, -5.076], [-6.191, 2.103, 1.669], [-0.204, -0.969, -3.352], [6.152, -3.625, 3.262], [-1.592, 2.395, -2.518], [-2.492, -1.137, 1.047], [3.704, -0.676, 3.933], [-3.293, -0.421, 1.201], [-2.064, 3.447, -0.405], [-4.251, -0.659, 2.188], [1.438, 1.338, 0.687], [-0.320, -3.654, -4.478], [1.145, 1.017, -0.639], [3.711, -3.910, 2.857], [-1.295, -3.155, -4.456], [-1.566, 1.481, -3.117], [-0.096, -2.105, -0.273], [-1.119, 4.748, -2.231], [-2.404, -4.108, -4.821], [-1.141, 3.606, -3.039], [5.076, -0.475, 4.088], [1.779, -2.334, -0.903], [-0.812, 3.646, -4.077], [0.786, 0.414, 2.087], [2.522, 2.670, 1.988], [-4.407, 1.618, 0.578], [1.406, -3.389, 2.554], [-5.366, 1.393, 1.571], [-2.279, -4.411, -5.857], [1.582, 1.807, -1.696], [1.345, 1.501, -2.721], [2.243, 2.455, 0.959], [2.101, -3.512, -0.324], [5.965, -1.539, 3.852], [-0.928, -1.682, -2.689], [1.205, 1.178, 3.231], [1.863, -2.449, -2.256], [-2.199, -2.021, -0.953], [-1.569, 5.549, -0.284], [-2.416, -4.998, -4.186], [2.628, 3.603, -2.250], [4.114, -2.966, 3.212], [-3.343, 0.720, 0.397], [0.526, 0.144, -0.869], [-4.466, 2.513, -0.038], [-6.016, 0.119, 3.198], [3.183, 4.197, 0.120], [3.011, 0.142, 4.119], [-3.391, -3.636, -4.756], [5.437, 0.502, 4.430], [2.297, 2.975, -1.421], [-2.309, 0.914, -0.651], [-0.639, 0.288, 1.799], [0.701, -1.757, 4.276], [3.244, -1.920, 3.509], [2.689, -1.412, -0.515], [-1.544, 0.030, -1.164], [-4.146, -1.558, 2.797], [-1.584, 4.662, -0.914], [-2.054, 2.301, -1.198], [1.516, -2.092, 3.135], [1.662, -0.948, 2.007], [-5.280, 0.267, 2.402], [-1.359, -1.370, -1.255], [2.620, 3.288, -0.093], [7.038, -1.383, 3.982], [-1.553, -2.801, -3.074], [5.477, -2.785, 3.434], [-2.442, 3.387, 0.618]],
  "total_charge": -1,
  "homo_energy_ha": -0.196,
  "e_tot_ha": -3213.909838,
  "e_lumo_ev": 2.378,
  "largest_force_ev_per_a": 3.509,
  "homo_lumo_gap_ev": 7.7
}